The following is a quantum chemistry calculation of a molecular structure, C37H25BaF2N4O6S3Sb, from the OMol25 dataset.

The geometry in XYZ format:
```
79
Properties=species:S:1:pos:R:3:lowdin_charge:R:1
Ba -0.570 0.287 2.864 1.90
F -0.638 5.590 6.211 0.02
C -1.095 4.993 5.070 -0.30
C -0.495 3.850 4.597 -0.11
C -0.942 3.216 3.426 -0.16
C -2.029 3.827 2.747 -0.19
C -2.622 4.967 3.294 -0.24
F -3.745 5.536 2.743 0.01
C -2.181 5.575 4.448 0.02
C -2.514 3.267 1.451 -0.23
C -3.045 4.084 0.443 -0.02
C -3.468 3.527 -0.748 -0.08
C -3.326 2.163 -0.950 -0.12
C -2.733 1.430 0.062 -0.17
N -2.357 1.951 1.231 0.01
H 0.325 3.432 5.174 0.09
H -2.675 6.450 4.846 0.11
H -3.106 5.148 0.596 0.10
H -3.885 4.158 -1.525 0.10
H -3.608 1.677 -1.873 0.06
H -2.527 0.373 -0.095 0.07
O -0.459 -2.492 2.474 -0.47
S 0.906 -2.666 2.975 0.40
O 1.655 -3.708 2.310 -0.34
O 1.601 -1.376 3.041 -0.48
C 0.757 -3.265 4.690 -0.19
C 1.311 -4.534 4.867 -0.07
C 1.309 -5.176 6.092 -0.09
C 0.745 -4.545 7.186 -0.10
C 0.189 -3.289 7.031 -0.08
C 0.178 -2.627 5.802 -0.19
S -0.631 -0.999 5.894 0.41
O -1.749 -1.029 4.943 -0.50
O -1.047 -0.895 7.274 -0.34
O 0.354 0.006 5.489 -0.46
H 1.752 -5.007 4.004 0.10
H 1.751 -6.161 6.183 0.09
H 0.732 -5.021 8.160 0.09
H -0.258 -2.783 7.872 0.10
S -2.596 -0.903 -2.896 -0.03
Sb -0.413 -0.639 -3.367 1.21
C 0.539 1.194 -3.001 -0.37
C 1.910 1.343 -3.183 -0.15
C 2.507 2.561 -2.890 -0.10
C 1.737 3.613 -2.416 -0.08
C 0.369 3.458 -2.242 -0.07
C -0.236 2.245 -2.533 -0.12
C 0.748 -2.313 -2.807 -0.34
C 2.001 -2.243 -2.216 -0.11
C 2.651 -3.414 -1.851 -0.07
C 2.060 -4.645 -2.091 -0.09
C 0.813 -4.713 -2.697 -0.09
C 0.152 -3.547 -3.052 -0.14
C -0.248 -0.781 -5.500 -0.33
C 0.823 -0.240 -6.203 -0.11
C 0.907 -0.390 -7.581 -0.10
C -0.081 -1.085 -8.266 -0.11
C -1.157 -1.620 -7.571 -0.10
C -1.242 -1.464 -6.194 -0.14
H 2.523 0.511 -3.511 0.10
H 3.580 2.672 -2.971 0.10
H 2.217 4.544 -2.142 0.10
H -0.226 4.271 -1.842 0.10
H -1.291 2.102 -2.355 0.06
H 2.470 -1.295 -1.994 0.07
H 3.606 -3.353 -1.345 0.11
H 2.563 -5.554 -1.783 0.10
H 0.340 -5.672 -2.867 0.10
H -0.843 -3.597 -3.480 0.08
H 1.595 0.315 -5.682 0.08
H 1.743 0.039 -8.121 0.10
H -0.015 -1.202 -9.341 0.09
H -1.935 -2.154 -8.103 0.10
H -2.096 -1.852 -5.649 0.06
N 4.356 2.145 -0.116 0.06
C 3.586 1.273 -0.100 -0.44
N 2.822 0.213 -0.128 0.06
C 1.534 0.204 -0.097 -0.44
N 0.371 0.035 -0.115 0.08
```

Results
HOMO: -2.91 eV
ΔE to the lowest compared entry with this formula, charge and spin: 80.94 kJ/mol
M: 1014.91 g mol⁻¹
charge: -2
gap between HOMO and LUMO: 6.62 eV
spin multiplicity: 1

---

The following is a quantum chemistry calculation of a molecular structure, C37H25BaF2N4O6S3Sb in a non-equilibrium geometry, from the OMol25 dataset.

The geometry in XYZ format:
```
79
Properties=species:S:1:pos:R:3:lowdin_charge:R:1
Ba -1.044 -2.213 1.232 2.00
F 3.838 -3.902 4.979 0.00
C 2.853 -2.963 4.801 -0.31
C 1.937 -3.104 3.796 -0.11
C 0.890 -2.173 3.611 -0.13
C 0.849 -1.103 4.534 -0.20
C 1.825 -0.985 5.505 -0.24
F 1.849 0.095 6.362 0.01
C 2.847 -1.896 5.679 0.02
C -0.289 -0.121 4.457 -0.22
C -0.923 0.370 5.602 -0.03
C -1.986 1.243 5.484 -0.09
C -2.422 1.624 4.224 -0.08
C -1.766 1.091 3.132 -0.14
N -0.713 0.241 3.224 0.10
H 2.058 -3.972 3.130 0.09
H 3.600 -1.771 6.447 0.11
H -0.576 0.049 6.573 0.10
H -2.483 1.615 6.374 0.09
H -3.257 2.303 4.081 0.10
H -2.099 1.343 2.126 0.09
O -3.088 0.286 -1.362 -0.28
S -2.340 -0.604 -0.525 0.35
O -2.729 -0.645 0.887 -0.55
O -0.889 -0.407 -0.618 -0.55
C -2.526 -2.248 -1.287 -0.28
C -2.147 -2.261 -2.633 -0.06
C -2.234 -3.438 -3.346 -0.07
C -2.678 -4.608 -2.731 -0.07
C -3.052 -4.619 -1.400 -0.06
C -2.996 -3.438 -0.659 -0.26
S -3.818 -3.528 0.985 0.43
O -4.775 -2.465 0.982 -0.30
O -4.364 -4.861 1.036 -0.33
O -2.710 -3.384 1.979 -0.70
H -1.762 -1.357 -3.098 0.10
H -1.940 -3.445 -4.388 0.10
H -2.734 -5.526 -3.299 0.10
H -3.420 -5.510 -0.918 0.11
S 2.482 0.333 0.732 0.00
Sb 1.233 1.300 -0.850 1.18
C 0.941 0.414 -2.702 -0.37
C 1.943 -0.453 -3.132 -0.11
C 1.838 -1.056 -4.385 -0.09
C 0.734 -0.797 -5.192 -0.08
C -0.270 0.069 -4.752 -0.10
C -0.173 0.675 -3.504 -0.13
C -0.198 2.637 -0.098 -0.33
C -1.384 3.015 -0.733 -0.10
C -2.199 3.979 -0.145 -0.08
C -1.831 4.568 1.065 -0.10
C -0.660 4.173 1.704 -0.09
C 0.153 3.198 1.133 -0.14
C 2.452 2.918 -1.613 -0.31
C 3.148 3.722 -0.693 -0.13
C 3.966 4.764 -1.129 -0.10
C 4.115 5.016 -2.496 -0.12
C 3.436 4.226 -3.418 -0.11
C 2.610 3.184 -2.979 -0.11
H 2.786 -0.688 -2.486 0.10
H 2.605 -1.752 -4.712 0.09
H 0.642 -1.291 -6.157 0.10
H -1.138 0.257 -5.369 0.10
H -0.976 1.311 -3.154 0.09
H -1.709 2.535 -1.652 0.08
H -3.125 4.258 -0.628 0.10
H -2.467 5.323 1.517 0.09
H -0.387 4.601 2.660 0.10
H 1.036 2.844 1.657 0.08
H 3.072 3.514 0.376 0.08
H 4.496 5.375 -0.404 0.09
H 4.767 5.817 -2.837 0.09
H 3.548 4.414 -4.481 0.09
H 2.094 2.578 -3.718 0.09
N 3.139 -4.375 -4.036 0.04
C 2.205 -4.004 -3.426 -0.44
N 1.078 -3.563 -2.864 0.05
C 0.802 -3.441 -1.579 -0.35
N 0.409 -3.311 -0.477 -0.08
```

Results
HOMO: -2.40 eV
ΔE to the lowest compared entry with this formula, charge and spin: 362.62 kJ/mol
M: 1014.91 g mol⁻¹
charge: -2
gap between HOMO and LUMO: 6.40 eV
spin multiplicity: 1

---

The following is a quantum chemistry calculation of a molecular structure, C37H25BrF10N3O4PS3Sn, from the OMol25 dataset.

The geometry in XYZ format:
```
85
Properties=species:S:1:pos:R:3:lowdin_charge:R:1
Sn -0.219 0.544 0.534 1.12
F 0.407 -7.166 0.921 0.15
C -0.114 -5.964 0.720 -0.13
C -1.472 -5.821 0.497 -0.13
F -2.259 -6.888 0.476 0.14
C -1.999 -4.557 0.291 -0.21
F -3.305 -4.477 0.043 0.12
C -1.217 -3.406 0.327 -0.28
P -1.945 -1.714 0.085 1.03
C -3.484 -1.791 1.046 -0.36
C -3.490 -2.440 2.281 -0.09
C -4.614 -2.394 3.088 -0.07
C -5.725 -1.664 2.689 -0.08
C -5.704 -0.974 1.487 -0.06
C -4.590 -1.036 0.665 -0.10
C -2.376 -1.897 -1.678 -0.36
C -1.397 -1.514 -2.592 -0.11
C -1.652 -1.559 -3.951 -0.07
C -2.895 -1.975 -4.405 -0.07
C -3.870 -2.365 -3.500 -0.07
C -3.614 -2.337 -2.137 -0.08
C 0.151 -3.582 0.531 -0.53
Br 1.382 -2.129 0.539 0.86
C 0.695 -4.843 0.721 -0.26
F 2.005 -4.994 0.909 0.08
H -2.617 -2.992 2.609 0.11
H -4.618 -2.920 4.034 0.11
H -6.599 -1.623 3.325 0.10
H -6.559 -0.380 1.193 0.11
H -4.578 -0.489 -0.268 0.10
H -0.436 -1.157 -2.235 0.08
H -0.892 -1.253 -4.658 0.11
H -3.107 -1.989 -5.467 0.10
H -4.839 -2.690 -3.856 0.11
H -4.376 -2.652 -1.438 0.10
F -3.748 4.460 -0.825 0.14
C -4.079 3.174 -0.801 -0.65
F -4.709 2.897 -1.947 0.13
F -4.916 2.940 0.200 0.16
S -2.561 2.080 -0.693 0.51
O -2.654 1.351 0.564 -0.42
O -2.583 1.265 -1.862 -0.26
N -1.325 3.054 -0.670 -0.31
S -1.113 3.651 0.792 0.57
O -2.330 3.898 1.493 -0.25
O -0.052 2.949 1.473 -0.36
C -0.389 5.306 0.408 -0.67
F -1.249 6.046 -0.283 0.15
F 0.725 5.150 -0.314 0.14
F -0.084 5.934 1.539 0.16
C -0.512 0.085 2.745 -0.29
C 0.627 0.605 3.564 -0.34
C 0.579 1.868 4.157 -0.06
C 1.648 2.354 4.893 -0.08
C 2.786 1.580 5.072 -0.11
C 2.843 0.314 4.507 -0.11
C 1.776 -0.165 3.760 -0.09
H -1.443 0.589 3.008 0.06
H -0.631 -0.988 2.909 0.04
H -0.307 2.474 4.023 0.11
H 1.591 3.342 5.333 0.10
H 3.621 1.957 5.649 0.10
H 3.716 -0.310 4.657 0.10
H 1.836 -1.153 3.316 0.07
S 6.071 3.026 -2.078 0.98
C 4.587 2.468 -1.252 -0.51
C 3.375 2.430 -1.932 -0.06
C 2.275 1.907 -1.274 -0.15
N 2.326 1.463 -0.022 -0.03
C 3.476 1.542 0.641 -0.11
C 4.639 2.030 0.063 -0.06
C 6.171 1.656 -3.236 -0.52
C 5.668 1.763 -4.522 -0.08
C 5.770 0.655 -5.353 -0.14
N 6.325 -0.492 -4.981 0.06
C 6.802 -0.580 -3.744 -0.14
C 6.749 0.463 -2.829 -0.08
H 3.294 2.791 -2.947 0.11
H 1.307 1.841 -1.766 0.09
H 3.465 1.182 1.666 0.11
H 5.569 2.054 0.612 0.11
H 5.213 2.680 -4.870 0.10
H 5.388 0.688 -6.368 0.11
H 7.248 -1.531 -3.472 0.11
H 7.143 0.348 -1.829 0.11
```

Results
HOMO: -7.51 eV
ΔE to the lowest compared entry with this formula, charge and spin: 0.00 kJ/mol
M: 1091.39 g mol⁻¹
charge: 0
gap between HOMO and LUMO: 7.45 eV
spin multiplicity: 1